Formula: C30H85F6N7O9P
Source: OMol25
Level of theory: ωB97M-V with the def2-TZVPD basis set

Atoms and positions in Å:
P  -31.5008  -38.7840  11.1954
F  -33.0322  -38.3850  11.0816
F  -31.4462  -38.2858  12.7377
F  -32.1009  -40.1968  11.6995
F  -30.0278  -39.4734  11.1818
F  -31.7595  -39.3365  9.7102
F  -31.1271  -37.3154  10.6302
C  -26.3878  -40.8109  14.8944
C  -26.0722  -40.3998  16.3563
C  -24.4962  -40.1837  16.5063
O  -24.1837  -39.6150  17.7934
C  -22.8116  -39.2718  17.8710
N  -26.8450  -39.2528  16.8155
H  -26.5322  -39.9332  14.2644
H  -27.2326  -41.4997  14.8876
H  -25.4860  -41.3231  14.5593
H  -26.4858  -41.0932  17.0886
H  -24.1406  -39.4791  15.7544
H  -23.9809  -41.1348  16.3719
H  -22.1610  -40.1258  17.6825
H  -22.5606  -38.7035  18.7666
H  -22.4309  -38.5308  17.1681
H  -26.6229  -38.9655  17.7580
H  -26.6166  -38.5423  16.1350
C  -35.1026  -42.9449  6.8924
C  -35.9400  -41.7433  7.4293
C  -37.3200  -41.6609  6.7840
O  -38.0711  -40.3937  6.7200
C  -37.4649  -39.4173  5.9282
N  -36.1517  -41.7905  8.8477
H  -35.4980  -43.8503  7.3529
H  -34.0155  -42.8735  6.9269
H  -35.3162  -42.9434  5.8236
H  -35.3149  -40.8695  7.2458
H  -37.9514  -42.4166  7.2513
H  -37.2771  -42.1390  5.8054
H  -37.2444  -38.4234  6.3174
H  -38.1370  -39.4682  5.0716
H  -36.5107  -39.7997  5.5657
H  -36.4658  -40.8418  8.9940
H  -35.2857  -41.8220  9.3665
C  -29.1445  -31.9924  12.4791
C  -29.0510  -31.5585  11.0243
C  -29.8560  -30.2896  10.7468
O  -29.8662  -30.0193  9.3619
C  -30.4278  -28.7431  9.2057
N  -27.6257  -31.2951  10.5571
H  -28.8519  -31.1918  13.1584
H  -28.4678  -32.8218  12.6846
H  -30.1109  -32.4280  12.7330
H  -29.3658  -32.4772  10.5293
H  -29.4478  -29.5145  11.3955
H  -30.8599  -30.3985  11.1572
H  -31.4901  -28.8019  9.4427
H  -30.3534  -28.4099  8.1705
H  -30.0951  -27.9828  9.9123
H  -27.0943  -30.6456  11.1192
H  -27.5793  -30.8976  9.6298
C  -35.5411  -34.6512  16.9645
C  -35.0355  -35.2547  15.6911
C  -34.8226  -34.3427  14.4012
O  -36.0953  -33.9340  13.8381
C  -36.7573  -34.8763  13.0130
N  -33.7989  -35.9685  16.0787
H  -36.5514  -34.2994  16.7562
H  -34.9042  -33.8583  17.3567
H  -35.7290  -35.5108  17.6079
H  -35.7450  -36.0642  15.5193
H  -34.3330  -34.9234  13.6194
H  -34.1657  -33.4942  14.5927
H  -37.6626  -34.3747  12.6710
H  -36.9934  -35.8030  13.5360
H  -36.1594  -34.9762  12.1071
H  -33.1450  -35.2000  16.0349
H  -33.4142  -36.5573  15.3538
C  -21.5942  -35.3242  11.1430
C  -22.4058  -35.7309  9.8372
C  -23.8658  -35.3962  9.9577
O  -24.5615  -36.2756  9.1031
C  -25.9432  -36.1913  9.3022
N  -21.7117  -35.1102  8.7291
H  -20.5675  -35.6811  11.2254
H  -22.0184  -35.7701  12.0426
H  -21.6158  -34.2374  11.2225
H  -22.3641  -36.8174  9.7616
H  -24.1186  -34.3422  9.8422
H  -24.1337  -35.6429  10.9850
H  -26.3458  -37.0188  8.7180
H  -26.3739  -35.2660  8.9195
H  -26.2761  -36.4116  10.3165
H  -20.7369  -35.3744  8.7311
H  -21.6620  -34.1014  8.7335
C  -34.1384  -37.7017  0.5317
C  -33.1985  -37.2049  1.6014
C  -32.6690  -38.3006  2.5550
O  -31.6883  -37.9039  3.5080
C  -31.2697  -38.9994  4.4058
N  -31.8672  -36.8005  0.9551
H  -33.6778  -38.5742  0.0683
H  -34.2509  -37.0601  -0.3422
H  -35.1222  -37.9779  0.9110
H  -33.7082  -36.4759  2.2313
H  -32.3351  -39.2417  2.1180
H  -33.5662  -38.5638  3.1153
H  -32.1005  -39.3035  5.0424
H  -30.5374  -38.6460  5.1318
H  -30.8486  -39.9254  4.0142
H  -31.4121  -37.4981  0.3838
H  -32.1127  -36.0721  0.3000
C  -33.1440  -33.7070  7.2096
C  -32.4690  -33.9298  5.9189
C  -32.2627  -32.6108  4.9920
O  -31.9723  -33.0670  3.7086
C  -31.6722  -32.0342  2.7683
N  -31.1610  -34.4062  6.2214
H  -32.6042  -33.1589  7.9818
H  -33.5699  -34.6300  7.6029
H  -34.0523  -33.1626  6.9512
H  -33.0534  -34.6931  5.4051
H  -31.4546  -32.0267  5.4325
H  -33.1506  -31.9786  4.9934
H  -31.0845  -31.1926  3.1349
H  -32.5469  -31.5370  2.3491
H  -31.1866  -32.5687  1.9519
H  -31.2474  -35.2522  6.7662
H  -30.7406  -33.6022  6.6652
C  -33.7810  -41.1314  15.6664
O  -34.5192  -41.9290  16.6055
H  -33.8066  -40.0787  15.9481
H  -32.7699  -41.4512  15.4146
H  -34.3514  -41.5075  14.8171
H  -34.7401  -41.2923  17.2892
C  -29.3022  -44.4388  10.5203
O  -29.0736  -43.5712  9.4008
H  -30.3311  -44.4294  10.8802
H  -29.1098  -45.4082  10.0606
H  -28.7535  -44.1595  11.4197
H  -29.4045  -42.6909  9.5937

**Calculated total energy**: -86938.719 eV
**Kohn-Sham gap**: 8.792 eV
**Max |F|**: 3.95 eV/Å
**Net charge**: -1
**Energy relative to the best compared isomer or geometry (same formula, charge and spin)**: 91.53 kcal/mol